No. 1
Formula: C14H6Cl6CrO8
Source: the Open Molecules 2025 dataset
Level of theory: ωB97M-V with the def2-TZVPD basis set

Geometry as ORCA input:
```
! wB97M-V def2-TZVPD RIJCOSX def2/J DEFGRID3
* xyz -2 5
Cr 0.09 0.65 0.66
C 2.37 -1.85 -0.86
C 1.92 -3.03 -1.56
C 0.62 -3.73 -1.02
O 0.15 -4.66 -1.66
C -0.01 -3.16 0.15
C 0.45 -2.00 0.72
C 1.76 -1.39 0.28
O 2.14 -0.27 0.83
O -0.31 -1.30 1.50
O 2.36 -3.40 -2.63
H 3.31 -1.40 -1.14
H -0.97 -3.58 0.41
C -1.69 -0.42 -2.60
C -1.13 0.44 -1.72
C 0.28 0.99 -2.02
O 0.77 1.66 -1.03
C 0.90 0.70 -3.20
C 0.31 -0.13 -4.18
C -1.05 -0.76 -3.84
O -1.50 -1.66 -4.52
O 0.89 -0.43 -5.22
O -1.54 0.68 -0.51
H -2.63 -0.88 -2.32
H 1.88 1.16 -3.29
C 1.15 3.69 3.92
Cl 1.05 2.51 2.63
Cl 2.70 4.53 3.93
Cl 0.77 3.05 5.54
H 0.35 4.41 3.75
C -3.18 1.91 3.76
Cl -3.18 0.89 5.20
Cl -2.21 1.25 2.45
Cl -2.64 3.55 4.19
H -4.19 1.99 3.38
*
```

Calculated values
⟨S²⟩ = 6.017
maximum force = 2.5 eV/A
HOMO-LUMO gap (alpha / beta) = 5.1 / 5.1 eV
HOMO (alpha / beta) = -1.69 / -1.65 eV

No. 2
Formula: C14H6Co2N4O6
Source: the Open Molecules 2025 dataset
Level of theory: ωB97M-V with the def2-TZVPD basis set

Geometry as ORCA input:
```
! wB97M-V def2-TZVPD RIJCOSX def2/J DEFGRID3
* xyz -2 1
C -1.13 1.45 1.46
N -0.28 2.40 1.05
C 0.98 2.10 0.71
N 1.48 0.84 0.75
C 0.66 -0.12 1.10
C -0.71 0.12 1.53
N -1.18 -1.09 1.99
C -0.15 -1.99 1.86
N 0.98 -1.44 1.32
H -2.16 1.70 1.73
H 1.67 2.87 0.38
H -0.24 -3.04 2.12
O 4.05 -5.34 -3.16
C 4.35 -5.33 -2.04
Co 4.82 -5.41 -0.32
C 3.47 -6.44 0.10
O 2.62 -7.15 0.40
C 6.10 -6.50 -0.86
O 6.93 -7.24 -1.17
C 4.24 -3.47 -0.08
C 3.45 -2.86 0.82
C 2.77 -1.63 1.12
Co 4.61 -3.97 1.63
C 3.13 -4.55 2.33
O 2.16 -4.95 2.84
C 5.39 -3.16 3.03
O 5.90 -2.78 3.99
C 5.63 -5.57 1.56
O 6.32 -6.28 2.20
H 4.83 -3.00 -0.89
H 3.05 -1.18 2.08
H 2.74 -0.90 0.32
*
```

Calculated values
maximum force = 6.4 eV/A
energy relative to the best compared isomer or geometry (same formula, charge and spin) = 173.5 kJ/mol
HOMO-LUMO gap = 4.5 eV
HOMO = 0.61 eV

no.,energy (eV)
1,-134552.2868
2,-108109.9639